Entry 1:
Density functional theory data (the ωB97M-V functional and the def2-TZVPD basis) for a molecular structure, C9H4AlClIN2S in a non-equilibrium geometry.

Computed properties:
E_tot (eV): -50393.0804
Kohn-Sham gap (Ha): 0.1337

Geometry as ORCA input:
```
! RIJCOSX wB97M-V def2-TZVPD def2/J DEFGRID3
* xyz 3 1
C -2.34511 -2.65521 0.76975
C -1.51172 -2.48541 -0.11535
C -0.39509 -2.10438 -1.14337
C 0.27969 -0.78333 -0.56758
C -0.55288 0.47250 -0.74356
C -0.10515 1.86640 -0.23625
N -0.82809 3.07310 -0.32362
S 0.23836 4.16679 0.42351
N 1.51047 3.16407 0.84597
C 1.25425 1.86243 0.44278
C 2.12422 0.60688 0.62698
Cl 3.68163 0.69970 1.38919
C 1.60922 -0.76280 0.12589
I 2.71294 -2.58965 0.37901
H -2.93593 -2.50309 1.71399
H -0.88135 -1.82612 -2.13003
H 0.35225 -2.93771 -1.24780
H -1.56752 0.43852 -1.24997
Al -2.64020 2.29731 1.04044
*
```

Entry 2:
Density functional theory data (the ωB97M-V functional and the def2-TZVPD basis) for a molecular structure, N2O6PmS4 in a non-equilibrium geometry.

Computed properties:
E_tot (eV): -75151.8672
⟨S²⟩: 6.0048
Kohn-Sham gap (alpha / beta) (Ha): 0.2232 / 0.2238

Geometry as ORCA input:
```
! RIJCOSX wB97M-V def2-TZVPD def2/J DEFGRID3
* xyz 1 5
N -3.68262 -0.07185 0.12671
S -3.06423 1.06232 0.91032
O -1.57708 0.97125 1.15961
Pm 0.28599 0.10784 0.09585
N 3.42954 1.04469 -0.58019
S 3.05687 1.82644 0.72380
O 1.55420 1.93268 0.73692
S 3.19559 -0.68936 -0.35674
O 1.97542 -0.81979 -1.24845
O 2.66710 -0.55945 1.13150
S -2.79747 -1.63602 -0.34629
O -3.58721 -2.09031 -1.51063
O -1.45608 -1.07845 -0.84241
*
```

Entry 3:
Density functional theory data (the ωB97M-V functional and the def2-TZVPD basis) for 7 unconnected molecules or ions with the total composition C16H28Cl12O6S3 in a non-equilibrium geometry.

Computed properties:
E_tot (eV): -212103.7944
Energy above the lowest of the compared OMol25 structures with the same formula, charge and spin (kJ/mol): 26.7
Kohn-Sham gap (Ha): 0.3777

Geometry as ORCA input:
```
! RIJCOSX wB97M-V def2-TZVPD def2/J DEFGRID3
* xyz 0 1
O 0.15933 1.80589 -1.39288
S 0.92323 1.21200 -0.33292
O 1.86834 2.06491 0.39629
C -0.21689 0.59360 0.85043
C 0.05219 -0.96184 0.91997
C 1.49599 -1.17635 0.42645
C 1.61619 -0.30408 -0.81522
H -1.27062 0.78332 0.66233
H 0.08534 1.06465 1.73678
H -0.12927 -1.36859 1.90382
H -0.69223 -1.36079 0.24326
H 1.68786 -2.26830 0.23278
H 2.18127 -0.81745 1.15098
H 0.92341 -0.57698 -1.61124
H 2.59187 0.06030 -1.09936
O 1.86093 1.43352 5.91264
S 2.34528 1.22173 4.58204
O 1.99032 -0.02320 3.94383
C 1.72167 2.56255 3.51514
C 2.93258 3.57987 3.36948
C 4.14204 2.67861 3.18014
C 4.08497 1.62867 4.27422
H 0.78669 2.89602 3.90512
H 1.56338 2.03196 2.58529
H 2.77184 4.19361 2.43727
H 3.01721 4.10416 4.32199
H 5.09791 3.27768 3.26115
H 4.06382 2.25496 2.11597
H 4.46249 1.93524 5.24950
H 4.50942 0.59048 4.04879
O -1.91381 -1.21778 -2.29470
S -1.38539 -0.57011 -3.48394
O 0.06244 -0.41271 -3.53828
C -1.95621 -1.26506 -5.07087
C -2.61695 -0.10720 -5.83610
C -1.97860 1.19809 -5.29907
C -1.94124 1.12004 -3.77276
H -2.70163 -2.09890 -4.84860
H -1.12522 -1.69021 -5.59512
H -2.60736 -0.19165 -6.89981
H -3.57350 0.05554 -5.41668
H -2.56132 2.07728 -5.55355
H -0.97427 1.37306 -5.68050
H -2.90994 1.35404 -3.38800
H -1.20948 1.66358 -3.26776
Cl -3.81213 -1.72509 0.84483
C -4.50641 -1.89122 -0.81475
Cl -6.19151 -1.40956 -0.76610
Cl -4.29323 -3.52688 -1.61086
H -3.89113 -1.31569 -1.52330
Cl -2.10984 -4.27649 3.93095
C -0.49765 -4.62373 4.49337
Cl -0.48625 -5.57570 5.94064
Cl 0.38603 -3.09647 4.86182
H 0.03230 -5.13759 3.70559
Cl 0.92725 5.68632 -0.72038
C -0.63147 4.97749 -1.17723
Cl -0.68548 4.90675 -2.99592
Cl -1.98665 5.87033 -0.58598
H -0.64734 3.95920 -0.87814
Cl 0.49588 -5.74426 -2.25235
C 0.16820 -5.54642 -0.54171
Cl -0.58984 -3.99354 -0.29763
Cl 1.63685 -5.69560 0.48570
H -0.55169 -6.24599 -0.12687
*
```

Entry 4:
Density functional theory data (the ωB97M-V functional and the def2-TZVPD basis) for a molecular structure, C6H9N.

Computed properties:
E_tot (eV): -7855.0063
Energy above the lowest of the compared OMol25 structures with the same formula, charge and spin (kJ/mol): 304.2
Kohn-Sham gap (Ha): 0.3498

Geometry as ORCA input:
```
! RIJCOSX wB97M-V def2-TZVPD def2/J DEFGRID3
* xyz 0 1
C 2.05295 -0.18262 0.00254
N 0.65657 -0.60302 0.03203
C -0.31045 0.05312 0.98763
C -0.56112 1.20210 -0.04386
C -0.29436 -0.02273 -0.97384
C -1.54497 -0.84570 -0.63515
C -1.55682 -0.79149 0.69729
H 2.67007 -0.95206 0.48784
H 2.39736 -0.13002 -1.03902
H 2.27846 0.78732 0.48193
H 0.00940 0.21970 2.01973
H 0.18204 2.00918 -0.06468
H -1.58318 1.59905 -0.07334
H 0.05697 0.05312 -2.00771
H -2.24220 -1.30092 -1.32572
H -2.27009 -1.18066 1.41318
*
```

Entry 5:
Density functional theory data (the ωB97M-V functional and the def2-TZVPD basis) for a molecular structure, C33H41ClIN6ORuSSe in a non-equilibrium geometry.

Computed properties:
E_tot (eV): -145249.9417
Energy above the lowest of the compared OMol25 structures with the same formula, charge and spin (kJ/mol): 161.9
⟨S²⟩: 0.7586
Kohn-Sham gap (alpha / beta) (Ha): 0.2151 / 0.1996

Geometry as ORCA input:
```
! RIJCOSX wB97M-V def2-TZVPD def2/J DEFGRID3
* xyz 2 2
Ru 0.28294 0.59377 -0.05228
Cl 2.98528 -5.82684 1.76019
C 2.11351 -4.54212 1.01469
C 1.06200 -4.83333 0.17915
C 0.30464 -3.81154 -0.39124
I -1.26888 -4.20589 -1.71152
C 0.55674 -2.45840 -0.13267
O -0.17728 -1.50703 -0.60251
C 1.70784 -2.17056 0.66960
N 2.02678 -0.86214 0.80231
C 3.09680 -0.52642 1.49384
C 3.91140 -1.47234 2.12934
C 3.60539 -2.80476 2.01490
C 2.48681 -3.19919 1.25175
H 0.81896 -5.86762 -0.02051
H 3.31709 0.53305 1.55913
H 4.77898 -1.14443 2.68251
H 4.21746 -3.55796 2.49076
S 1.15435 2.27400 1.53188
C 0.17798 1.31576 2.60800
C 0.36878 1.26749 3.98406
C -0.44545 0.43229 4.72773
C -1.43321 -0.30768 4.08543
C -1.55974 -0.19610 2.71459
N -0.77282 0.60144 1.99134
H 1.14345 1.86814 4.43818
H -0.30780 0.35570 5.79765
H -2.09602 -0.95962 4.63423
H -2.31218 -0.75194 2.16956
C 0.43456 4.94843 -2.88952
C -1.04210 5.24562 -2.64479
C -1.32556 5.64374 -1.19521
C -1.48733 4.44526 -0.25278
N -2.66510 3.65936 -0.59470
C -2.69394 2.45658 -1.19709
Se -1.22334 1.47284 -1.82040
N -3.96999 2.09430 -1.40895
C -4.44165 0.87066 -2.04721
C -4.92461 1.12457 -3.47805
C -3.79612 1.39625 -4.47364
C -3.01316 0.14108 -4.85248
C -4.79988 3.10200 -0.94299
C -6.18392 3.23696 -0.95241
C -6.69958 4.40788 -0.43665
C -5.86996 5.40440 0.09229
C -4.49713 5.26479 0.12037
C -3.97094 4.09657 -0.42120
H 0.57279 4.49274 -3.87252
H 0.82281 4.27361 -2.12368
H 1.02169 5.86592 -2.85677
H -1.63781 4.36781 -2.91230
H -1.35540 6.05404 -3.30560
H -2.24287 6.23287 -1.16281
H -0.51298 6.26699 -0.81763
H -1.60392 4.79533 0.77364
H -0.61977 3.78854 -0.29204
H -5.25960 0.47724 -1.44283
H -3.62639 0.14841 -2.04043
H -5.60767 1.97655 -3.47005
H -5.48842 0.24785 -3.80188
H -3.11199 2.14779 -4.06256
H -4.23600 1.82063 -5.37707
H -2.49773 -0.29122 -3.99266
H -2.26731 0.38165 -5.61142
H -3.68045 -0.61471 -5.26613
H -6.82872 2.46495 -1.34794
H -7.76938 4.56093 -0.43981
H -6.31699 6.30614 0.48604
H -3.86974 6.03432 0.54718
N 2.58699 0.81136 -4.66854
C 3.24763 1.69009 -3.65206
C 2.36254 1.72620 -2.40668
N 2.08800 0.39758 -1.85994
C 1.56462 -0.52517 -2.87142
C 2.42319 -0.57854 -4.13470
H 3.12340 0.80031 -5.53801
H 1.65906 1.19104 -4.87773
H 3.36073 2.69414 -4.05855
H 4.23280 1.27815 -3.43304
H 1.40592 2.18961 -2.66391
H 2.83140 2.33694 -1.63628
H 2.91584 0.01225 -1.41583
H 0.54524 -0.22219 -3.13108
H 1.50561 -1.52542 -2.44469
H 1.94313 -1.20479 -4.88506
H 3.41538 -0.97526 -3.91901
*
```

Entry 6:
Density functional theory data (the ωB97M-V functional and the def2-TZVPD basis) for 4 unconnected molecules or ions with the total composition C3H14NO3S in a non-equilibrium geometry.

Computed properties:
E_tot (eV): -21806.6171
Energy above the lowest of the compared OMol25 structures with the same formula, charge and spin (kJ/mol): 165.8
Kohn-Sham gap (Ha): 0.2771

Geometry as ORCA input:
```
! RIJCOSX wB97M-V def2-TZVPD def2/J DEFGRID3
* xyz -1 1
C -1.04850 -0.02828 2.75579
N -0.37951 0.33771 1.50438
C 0.79323 -0.40375 1.18752
C 1.16374 -0.40224 -0.28676
S -0.28667 -0.60967 -1.44465
H -1.44682 -1.02265 2.71457
H -1.79971 0.67057 2.99978
H -0.29688 0.10787 3.57475
H -1.07813 -0.00345 0.80490
H 1.71761 0.08631 1.73286
H 0.66624 -1.42986 1.45119
H 1.99048 -1.14674 -0.28966
H 1.57306 0.61854 -0.65883
H -0.58011 -2.85906 -0.10019
H 0.09931 -3.94957 -1.07132
O -0.08190 -3.74409 -0.09978
H 0.28440 2.10737 0.59276
H 0.62274 2.70888 -0.66910
O 0.72565 2.95888 0.31507
H -0.97401 2.09768 -1.49915
H -0.37200 1.37298 -2.33648
O -0.47047 2.41489 -2.29050
*
```

- E_tot of number 4 (C6H9N)?
  -7855.0063 eV